Formula: C3H14N3P3
Source: the Open Molecules 2025 dataset
Level of theory: the ωB97M-V functional and the def2-TZVPD basis

The charge is 0. As for the HOMO-LUMO gap: 8.43 eV. The value obtained for the lowest unoccupied orbital energy is 0.8111 eV. As for the total energy: -1310.86759 Ha. The HOMO energy comes out at -7.6 eV. The calculation puts the relative energy (zero: lowest compared OMol25 entry of this formula, charge and spin) at 0.0000 eV.

Positions of all 23 atoms, in Å:
C -1.17526 1.26061 1.32544
C -0.31442 2.78301 -0.43613
C -0.02176 1.76714 0.60436
N -0.89782 -2.86735 -0.09097
N 0.87560 0.79425 0.03650
N -0.41069 -1.57915 0.09810
P -0.24099 -4.28266 -0.65109
P 2.43452 0.28770 0.66159
P 0.08016 -0.35732 -0.83660
H -1.84818 2.04695 1.69642
H -1.81496 0.56845 0.71791
H -0.90062 0.69652 2.34078
H 0.51805 3.12059 -0.98298
H -0.67536 3.65213 0.08389
H -1.07030 2.47230 -1.31648
H 0.61080 2.33293 1.24903
H -1.84117 -2.81178 -0.17748
H 0.92332 -4.60023 0.20653
H 0.69199 -3.87198 -1.53531
H 2.08264 -1.02690 1.18938
H 2.94103 -0.13425 -0.71320
H -0.91389 0.27502 -1.56606
H 0.96728 -0.52600 -1.90365